This record from the Open Molecules 2025 dataset describes a molecular structure, C20H24N2O4P2Pr. The level of theory is ωB97M-V/def2-TZVPD.

XYZ file:
```
53
C20H24N2O4P2Pr (ωB97M-V/def2-TZVPD)
C -0.44 -3.71 -0.79
C -0.09 -2.36 -0.84
C -1.05 -1.42 -0.39
C -2.37 -1.77 -0.20
C -2.72 -3.12 -0.15
C -1.75 -4.08 -0.46
C -3.39 -0.68 0.02
C -2.92 0.69 -0.34
C -1.56 0.92 -0.45
C -1.09 2.17 -0.91
C -2.01 3.21 -1.10
C -3.37 2.97 -0.91
C -3.83 1.72 -0.52
H 0.30 -4.47 -1.04
H -3.76 -3.38 0.07
H -2.01 -5.14 -0.41
H -4.08 -0.93 -0.79
H -1.65 4.18 -1.43
H -4.08 3.78 -1.06
H -4.88 1.48 -0.39
N -0.64 -0.10 -0.04
Pr 0.49 0.18 1.63
C 1.26 -1.89 -1.32
H 1.22 -1.07 -2.06
H 1.81 -2.72 -1.77
C 0.42 2.37 -1.17
H 0.90 1.52 -1.71
H 0.56 3.26 -1.80
P 2.42 -1.24 -0.01
P 1.41 2.67 0.34
C 0.89 4.36 0.80
H 1.34 4.64 1.77
H 1.20 5.09 0.04
H -0.21 4.40 0.92
C 3.07 3.03 -0.37
H 2.99 3.84 -1.12
H 3.75 3.35 0.43
H 3.47 2.12 -0.85
C 2.96 -2.81 0.75
H 3.73 -3.27 0.12
H 3.39 -2.60 1.74
H 2.11 -3.49 0.90
C 3.90 -0.83 -1.00
H 4.46 -0.03 -0.48
H 4.54 -1.71 -1.10
H 3.60 -0.46 -1.99
C -3.04 -0.63 1.95
O -2.12 0.04 2.25
H -4.33 -0.84 0.43
O 0.09 -2.69 4.59
N 0.28 -1.85 3.75
O 0.46 -0.59 4.02
O 0.34 -2.12 2.45
```

The energy above the lowest of the compared OMol25 structures with the same formula, charge and spin is 0.00 kcal per mole. The net charge is +1. Its molar mass is 559.28 g mol⁻¹. As for the spin multiplicity: 3. The max |F| comes out at 6.25 eV/Å. The calculation puts the HOMO energy (alpha / beta) at -10.91 / -10.90 eV. Its LUMO energy (alpha / beta) is -3.18 / -3.07 eV.



This record from the Open Molecules 2025 dataset describes C20H24N2O6 in the gas phase. The level of theory is ωB97M-V/def2-TZVPD.

XYZ file:
```
52
C20H24N2O6 (ωB97M-V/def2-TZVPD)
C -6.47 -1.65 1.15
C -5.80 -1.25 -0.15
O -4.49 -0.78 0.13
C -4.00 0.19 -0.67
O -4.61 0.64 -1.61
C -2.66 0.62 -0.26
C -1.91 0.14 0.82
C -2.21 -0.90 1.83
N -0.74 0.81 0.82
C -0.70 1.72 -0.21
C 0.47 2.53 -0.46
O 0.64 3.31 -1.36
O 1.42 2.27 0.49
C 2.72 2.84 0.32
C 3.08 3.71 1.51
C 3.76 1.72 0.14
O 4.95 1.96 0.16
N 3.20 0.50 -0.04
C 3.79 -0.74 -0.25
C 5.15 -0.96 -0.32
C 5.64 -2.24 -0.53
C 4.77 -3.30 -0.67
C 3.40 -3.10 -0.60
C 2.90 -1.83 -0.38
O 1.56 -1.51 -0.28
C 0.61 -2.51 -0.56
C -1.90 1.62 -0.91
C -2.30 2.40 -2.10
H -6.55 -0.78 1.81
H -7.47 -2.03 0.95
H -5.89 -2.42 1.66
H -5.72 -2.12 -0.82
H -6.36 -0.47 -0.67
H -3.04 -0.58 2.46
H -2.52 -1.82 1.34
H -1.34 -1.09 2.45
H 0.01 0.68 1.48
H 2.71 3.44 -0.60
H 4.11 4.03 1.41
H 2.97 3.14 2.43
H 2.43 4.58 1.56
H 2.19 0.47 -0.04
H 5.82 -0.11 -0.22
H 6.71 -2.39 -0.59
H 5.15 -4.30 -0.84
H 2.74 -3.94 -0.70
H 0.77 -2.95 -1.55
H 0.64 -3.31 0.19
H -0.36 -2.02 -0.53
H -1.49 3.05 -2.42
H -3.18 3.00 -1.88
H -2.58 1.73 -2.91
```

The structure (SMILES) is CCOC(=O)c1c(C)[nH]c(C(=O)O[C@@H](C)C(=O)Nc2ccccc2OC)c1C. The energy above the lowest of the compared OMol25 structures with the same formula, charge and spin is 0.43 kcal per mole. The net charge is 0. Its molar mass is 388.42 g mol⁻¹. As for the spin multiplicity: 1. The max |F| comes out at 0.77 eV/Å. The calculation puts the HOMO energy at -8.36 eV. Its LUMO energy is 0.43 eV.



This record from the Open Molecules 2025 dataset describes C20H24N2O6S2 in the gas phase. The level of theory is ωB97M-V/def2-TZVPD.

XYZ file:
```
54
C20H24N2O6S2 (ωB97M-V/def2-TZVPD)
O -2.32 1.98 0.76
C -1.32 2.65 0.60
C -0.55 3.28 1.78
O 0.62 2.53 2.07
C 1.71 2.72 1.32
O 1.81 3.58 0.48
C 2.77 1.70 1.67
C 2.28 0.32 1.33
C 2.98 -0.84 1.41
C 2.22 -1.98 1.05
C 0.95 -1.64 0.70
S -0.42 -2.66 0.21
O -0.21 -3.12 -1.14
O -0.61 -3.65 1.23
N -1.61 -1.49 0.20
C -2.28 -1.28 1.47
C -3.40 -2.31 1.67
O -4.30 -2.31 0.58
C -3.64 -2.59 -0.63
C -2.55 -1.55 -0.91
S 0.66 0.04 0.79
N -0.77 2.92 -0.60
C -1.30 2.36 -1.82
C -0.23 2.33 -2.91
C 0.89 1.39 -2.57
C 0.70 0.01 -2.66
C 1.73 -0.87 -2.36
C 2.96 -0.38 -1.95
C 3.16 0.99 -1.86
C 2.13 1.87 -2.16
H -0.28 4.32 1.55
H -1.17 3.23 2.67
H 2.99 1.76 2.73
H 3.68 1.93 1.10
H 4.01 -0.90 1.73
H 2.58 -2.99 1.06
H -1.54 -1.39 2.26
H -2.67 -0.26 1.46
H -3.99 -2.06 2.55
H -2.95 -3.30 1.79
H -4.40 -2.57 -1.41
H -3.17 -3.58 -0.59
H -1.99 -1.80 -1.81
H -3.00 -0.55 -1.00
H 0.09 3.44 -0.65
H -2.15 2.97 -2.16
H -1.67 1.35 -1.61
H 0.16 3.34 -3.06
H -0.71 2.01 -3.84
H -0.25 -0.37 -2.98
H 1.55 -1.93 -2.42
H 3.76 -1.06 -1.72
H 4.12 1.38 -1.55
H 2.30 2.93 -2.09
```

The structure (SMILES) is O=C(COC(=O)Cc1ccc(S(=O)(=O)N2CCOCC2)s1)NCCc1ccccc1. The energy above the lowest of the compared OMol25 structures with the same formula, charge and spin is 35.60 kcal per mole. The net charge is 0. Its molar mass is 452.55 g mol⁻¹. As for the spin multiplicity: 1. The max |F| comes out at 1.07 eV/Å. The calculation puts the HOMO energy at -8.95 eV. Its LUMO energy is 0.47 eV.



This record from the Open Molecules 2025 dataset describes a molecular structure, C20H24N3O3SSbSe4Ti. The level of theory is ωB97M-V/def2-TZVPD.

XYZ file:
```
57
C20H24N3O3SSbSe4Ti (ωB97M-V/def2-TZVPD)
Ti -0.51 -2.02 1.56
N -2.72 -2.69 1.68
C -3.72 -2.15 0.75
C -3.39 -0.72 0.31
C -2.21 -0.73 -0.63
O -2.29 -0.32 -1.78
O -1.12 -1.24 -0.13
H -2.68 -3.70 1.62
H -2.97 -2.50 2.65
H -4.72 -2.19 1.18
H -3.73 -2.79 -0.14
H -3.16 -0.11 1.18
H -4.24 -0.28 -0.21
C 4.20 -2.17 -1.24
C 3.45 -1.74 -0.03
C 3.79 -0.91 1.01
C 2.66 -0.84 1.84
N 1.68 -1.58 1.34
N 2.18 -2.11 0.19
C 2.56 -0.13 3.15
H 5.26 -1.98 -1.11
H 3.86 -1.62 -2.12
H 4.06 -3.24 -1.42
H 4.73 -0.40 1.16
H 1.68 -2.88 -0.22
H 2.36 -0.86 3.94
H 1.76 0.60 3.18
H 3.50 0.38 3.35
O 2.19 1.09 -1.35
S 0.76 0.85 -1.67
C 0.31 1.93 -3.03
C -0.81 1.61 -3.79
C -1.17 2.44 -4.84
C -0.40 3.56 -5.13
C 0.73 3.86 -4.38
C 1.08 3.04 -3.32
C -0.20 1.73 -0.39
C 0.34 1.61 0.88
C -0.33 2.15 1.97
C -1.54 2.81 1.78
C -2.07 2.93 0.50
C -1.40 2.38 -0.59
H -1.40 0.74 -3.52
H -2.05 2.22 -5.43
H -0.68 4.21 -5.96
H 1.32 4.73 -4.61
H 1.96 3.23 -2.72
H 1.28 1.10 1.00
H 0.08 2.04 2.96
H -2.07 3.22 2.62
H -3.01 3.44 0.35
H -1.84 2.45 -1.58
Se -0.67 -1.36 3.87
Sb -0.25 -3.85 3.97
Se 0.05 -4.52 1.54
Se -2.34 -4.76 4.71
Se 1.87 -3.94 5.08
```

The energy above the lowest of the compared OMol25 structures with the same formula, charge and spin is 0.00 kcal per mole. The net charge is -1. Its molar mass is 871.96 g mol⁻¹. As for the spin multiplicity: 2. The max |F| comes out at 1.13 eV/Å. The calculation puts the HOMO energy (alpha / beta) at -4.41 / -4.50 eV. Its LUMO energy (alpha / beta) is 2.23 / 2.23 eV.



This record from the Open Molecules 2025 dataset describes a molecular structure, C20H24N4NdS3. The level of theory is ωB97M-V/def2-TZVPD.

XYZ file:
```
52
C20H24N4NdS3 (ωB97M-V/def2-TZVPD)
Nd -0.38 -0.27 -0.17
C -0.34 2.47 1.89
N -0.45 2.31 0.42
C 0.70 2.99 -0.23
C 0.96 2.47 -1.63
N 1.39 1.06 -1.62
C 2.81 0.94 -1.23
C 1.21 0.43 -2.92
C 1.27 1.17 -4.10
C 1.09 0.56 -5.33
C 0.86 -0.80 -5.40
C 0.83 -1.55 -4.24
C 1.01 -0.96 -2.99
S 1.10 -2.05 -1.58
C -1.73 2.86 -0.06
C -2.15 4.09 0.42
C -3.37 4.65 0.05
C -4.18 3.95 -0.83
C -3.76 2.75 -1.35
C -2.52 2.18 -1.00
S -2.08 0.72 -1.88
H -0.12 3.51 2.17
H 0.48 1.86 2.26
H -1.27 2.16 2.36
H 1.58 2.85 0.40
H 0.50 4.07 -0.28
H 1.71 3.12 -2.09
H 0.04 2.53 -2.21
H 3.45 1.53 -1.89
H 3.11 -0.11 -1.30
H 2.97 1.27 -0.20
H 1.46 2.23 -4.07
H 1.13 1.16 -6.23
H 0.71 -1.28 -6.36
H 0.67 -2.62 -4.29
H -1.52 4.65 1.11
H -3.67 5.61 0.44
H -5.14 4.36 -1.13
H -4.37 2.21 -2.06
C -4.55 2.12 2.79
N -4.02 1.10 3.68
C -4.23 1.02 5.05
C -3.59 -0.08 5.49
N -3.00 -0.66 4.38
C -3.27 0.06 3.27
S -2.84 -0.25 1.67
H -5.42 2.58 3.26
H -4.84 1.66 1.85
H -3.81 2.89 2.58
H -4.81 1.75 5.58
H -3.51 -0.50 6.47
H -2.49 -1.53 4.37
```

The energy above the lowest of the compared OMol25 structures with the same formula, charge and spin is 24.23 kcal per mole. The net charge is +1. Its molar mass is 560.88 g mol⁻¹. As for the spin multiplicity: 4. The max |F| comes out at 0.67 eV/Å. The calculation puts the HOMO energy (alpha / beta) at -10.31 / -10.33 eV. Its LUMO energy (alpha / beta) is -3.19 / -3.01 eV.



This record from the Open Molecules 2025 dataset describes C20H24N4O2S in the gas phase. The level of theory is ωB97M-V/def2-TZVPD.

XYZ file:
```
51
C20H24N4O2S (ωB97M-V/def2-TZVPD)
C 0.29 1.16 -5.34
C -0.20 0.79 -3.98
C -0.53 1.78 -3.05
C -0.96 1.44 -1.78
C -1.08 0.11 -1.40
C -1.59 -0.26 -0.03
C -1.07 -1.63 0.47
O -1.83 -2.47 0.91
N 0.26 -1.78 0.38
C 0.98 -2.92 0.90
C 2.05 -3.36 -0.10
C 3.33 -2.59 0.26
C 3.00 -1.80 1.54
C 1.79 -2.52 2.14
N -1.33 0.76 0.99
C -0.07 1.18 1.21
O 0.89 0.87 0.52
C 0.15 2.08 2.37
C 1.16 3.02 2.43
S 1.14 3.74 3.96
N -0.14 2.79 4.43
N -0.54 2.01 3.54
C -2.45 1.19 1.77
C -3.66 1.72 1.06
C -2.78 2.65 1.84
C -0.78 -0.87 -2.33
C -0.34 -0.54 -3.60
H 1.34 1.46 -5.29
H -0.27 2.00 -5.74
H 0.20 0.32 -6.03
H -0.44 2.82 -3.33
H -1.21 2.23 -1.09
H -2.68 -0.37 -0.08
H 0.81 -0.97 0.09
H 0.24 -3.69 1.11
H 1.73 -3.17 -1.12
H 2.21 -4.44 0.00
H 4.15 -3.28 0.44
H 3.63 -1.91 -0.54
H 2.73 -0.77 1.30
H 3.84 -1.77 2.23
H 2.10 -3.42 2.67
H 1.22 -1.89 2.82
H 1.87 3.27 1.66
H -2.61 0.59 2.66
H -3.63 1.80 -0.02
H -4.63 1.47 1.45
H -3.13 3.04 2.78
H -2.16 3.34 1.29
H -0.89 -1.91 -2.06
H -0.11 -1.32 -4.31
```

The structure (SMILES) is Cc1ccc([C@@H](C(=O)NC2CCCC2)N(C(=O)c2csnn2)C2CC2)cc1. The energy above the lowest of the compared OMol25 structures with the same formula, charge and spin is 44.37 kcal per mole. The net charge is 0. Its molar mass is 384.50 g mol⁻¹. As for the spin multiplicity: 1. The max |F| comes out at 1.72 eV/Å. The calculation puts the HOMO energy at -8.74 eV. Its LUMO energy is 0.05 eV.



This record from the Open Molecules 2025 dataset describes C20H24O2 in the gas phase. The level of theory is ωB97M-V/def2-TZVPD.

XYZ file:
```
46
C20H24O2 (ωB97M-V/def2-TZVPD)
C 3.42 -1.13 2.54
C 2.09 -1.84 2.75
C 2.23 -3.03 3.70
C 0.90 -3.71 4.03
C 0.24 -4.39 2.82
C -0.47 -3.46 1.96
C -1.10 -2.70 1.29
C -1.82 -1.76 0.44
C -1.06 -1.49 -0.77
C -0.40 -1.29 -1.75
C 0.37 -0.99 -2.96
C -0.12 0.24 -3.56
C -0.55 1.24 -4.06
C -1.05 2.52 -4.54
C -1.08 3.41 -3.39
C -1.06 4.05 -2.37
C -1.00 4.71 -1.08
C -1.01 3.65 0.03
C 0.16 2.68 -0.12
C 0.00 1.45 0.73
O -0.95 1.18 1.41
O 1.07 0.66 0.64
H 3.31 -0.29 1.85
H 4.15 -1.81 2.12
H 3.81 -0.75 3.48
H 1.36 -1.14 3.17
H 1.71 -2.19 1.79
H 2.68 -2.68 4.63
H 2.91 -3.76 3.26
H 1.09 -4.47 4.79
H 0.21 -2.98 4.45
H 1.00 -4.92 2.24
H -0.48 -5.13 3.18
H -1.97 -0.83 0.98
H -2.79 -2.18 0.17
H 0.26 -1.82 -3.66
H 1.42 -0.88 -2.70
H -0.38 2.92 -5.31
H -2.05 2.40 -4.96
H -0.09 5.31 -1.02
H -1.86 5.38 -0.97
H -0.97 4.15 1.00
H -1.94 3.08 -0.02
H 1.11 3.16 0.13
H 0.22 2.34 -1.15
H 0.93 -0.17 1.14
```

The structure (SMILES) is CCCCCC#CCC#CCC#CCC#CCCCC(=O)O. The energy above the lowest of the compared OMol25 structures with the same formula, charge and spin is 104.16 kcal per mole. The net charge is 0. Its molar mass is 296.41 g mol⁻¹. As for the spin multiplicity: 1. The max |F| comes out at 0.65 eV/Å. The calculation puts the HOMO energy at -9.22 eV. Its LUMO energy is 0.81 eV.



This record from the Open Molecules 2025 dataset describes a molecular structure, C20H25AsBr2F6N2O8PS2SiSn. The level of theory is ωB97M-V/def2-TZVPD.

XYZ file:
```
69
C20H25AsBr2F6N2O8PS2SiSn (ωB97M-V/def2-TZVPD)
Sn -0.84 -0.28 -0.35
O -1.26 0.75 3.48
S -1.71 1.18 2.16
O -2.63 2.30 2.19
O -0.50 1.53 1.30
O -2.30 0.02 1.40
C 4.62 -0.40 4.90
Si 4.24 -0.22 3.06
C 5.30 -1.46 2.12
C 4.76 1.51 2.57
C 2.45 -0.75 2.81
C 1.80 -1.51 3.79
C 0.55 -2.05 3.55
C -0.04 -1.82 2.33
N 0.56 -1.11 1.38
C 1.77 -0.57 1.60
S 2.52 0.31 0.29
H 5.66 -0.13 5.09
H 4.47 -1.41 5.27
H 3.99 0.27 5.49
H 6.36 -1.27 2.25
H 5.07 -1.40 1.05
H 5.09 -2.48 2.45
H 5.56 1.85 3.24
H 3.93 2.22 2.62
H 5.12 1.52 1.54
H 2.27 -1.66 4.75
H 0.02 -2.61 4.31
H -1.02 -2.22 2.08
Br -1.86 -5.40 0.48
C -0.45 -4.76 -0.62
C 0.45 -5.68 -1.17
C 1.47 -5.27 -1.97
Br 2.66 -6.58 -2.69
C 1.66 -3.90 -2.26
C 2.67 -3.36 -3.09
C 2.73 -2.01 -3.29
C 1.81 -1.17 -2.64
N 0.87 -1.64 -1.87
C 0.76 -2.97 -1.68
C -0.36 -3.38 -0.85
O -1.18 -2.52 -0.38
H 0.32 -6.73 -0.95
H 3.37 -4.03 -3.56
H 3.48 -1.58 -3.94
H 1.85 -0.10 -2.77
F -0.75 1.38 -3.33
As -0.65 1.88 -5.00
F -0.34 0.24 -5.48
F 1.06 2.13 -4.79
F -0.53 2.39 -6.66
F -0.95 3.53 -4.52
F -2.36 1.62 -5.20
C -0.78 3.81 -0.38
O 0.61 3.91 -0.03
P 1.55 2.70 0.49
O 2.91 3.11 -0.30
C 3.29 4.46 -0.51
O 2.02 3.22 1.95
C 1.29 3.21 3.18
H -1.05 4.79 -0.75
H -1.38 3.54 0.48
H -0.92 3.08 -1.18
H 3.04 4.76 -1.53
H 4.37 4.53 -0.36
H 2.79 5.14 0.19
H 2.02 3.13 3.98
H 0.60 2.37 3.24
H 0.73 4.14 3.28
```

The energy above the lowest of the compared OMol25 structures with the same formula, charge and spin is 9.94 kcal per mole. The net charge is -2. Its molar mass is 1012.05 g mol⁻¹. As for the spin multiplicity: 2. The max |F| comes out at 0.56 eV/Å. The calculation puts the HOMO energy (alpha / beta) at -2.60 / -3.29 eV. Its LUMO energy (alpha / beta) is 3.65 / 3.38 eV.



This record from the Open Molecules 2025 dataset describes a molecular structure, C20H25Br2GeMoN2O2Se. The level of theory is ωB97M-V/def2-TZVPD.

XYZ file:
```
54
C20H25Br2GeMoN2O2Se (ωB97M-V/def2-TZVPD)
Mo 0.27 0.84 -0.09
C -0.51 -1.76 -2.46
C -0.66 -2.16 -1.03
C -1.08 -3.48 -0.72
C -1.24 -3.87 0.58
C -0.98 -2.95 1.62
C -1.10 -3.23 3.01
Br -1.63 -4.94 3.59
C -0.83 -2.27 3.94
C -0.43 -0.97 3.55
Br -0.06 0.32 4.85
C -0.31 -0.68 2.21
O 0.12 0.55 1.77
C -0.58 -1.66 1.24
N -0.42 -1.28 -0.07
H -1.50 -1.53 -2.88
H -0.10 -2.58 -3.05
H 0.13 -0.89 -2.58
H -1.27 -4.16 -1.53
H -1.56 -4.87 0.82
H -0.93 -2.48 5.00
O 1.95 0.36 -0.91
N 2.70 -0.76 -0.70
C 2.77 -1.30 0.52
C 3.56 -2.41 0.72
C 4.29 -2.93 -0.35
C 4.20 -2.32 -1.60
C 3.39 -1.22 -1.75
H 2.21 -0.81 1.31
H 3.62 -2.84 1.71
H 4.92 -3.79 -0.21
H 4.75 -2.69 -2.45
H 3.26 -0.67 -2.67
C -3.16 4.10 -2.16
Ge -1.71 3.14 -1.31
C -2.42 1.70 -0.14
C -0.56 2.17 -2.59
C -0.49 4.33 -0.34
Se 0.91 3.30 0.54
C 0.25 3.45 2.36
H -3.76 3.44 -2.78
H -2.75 4.89 -2.80
H -3.81 4.57 -1.42
H -3.06 1.05 -0.73
H -3.03 2.15 0.65
H -1.81 1.00 0.46
H -1.13 1.74 -3.41
H -0.10 1.27 -2.13
H 0.25 2.77 -2.98
H -0.98 4.94 0.42
H -0.01 5.02 -1.04
H -0.78 3.09 2.41
H 0.33 4.49 2.65
H 0.88 2.83 2.99
```

The energy above the lowest of the compared OMol25 structures with the same formula, charge and spin is 1.13 kcal per mole. The net charge is +2. Its molar mass is 732.75 g mol⁻¹. As for the spin multiplicity: 2. The max |F| comes out at 0.77 eV/Å. The calculation puts the HOMO energy (alpha / beta) at -13.74 / -13.86 eV. Its LUMO energy (alpha / beta) is -6.92 / -6.72 eV.